A structure of composition C20H26MnN. Source: the OMol25 dataset; level of theory: ωB97M-V/def2-TZVPD.

Each line ends with the Mulliken charge.
CARTESIAN COORDINATES (ANGSTROEM)
C -0.75 1.21 -2.99  0.868
C -0.16 2.48 -2.55  -1.199
C 0.06 0.19 -3.65  -1.047
C -2.16 0.95 -2.68  -1.199
H -0.25 -0.02 -4.69  0.353
H 0.02 -0.78 -3.13  0.091
H 1.12 0.47 -3.70  0.338
H -0.32 3.29 -3.28  0.381
H 0.92 2.41 -2.39  0.260
H -0.62 2.84 -1.61  0.278
H -2.86 1.52 -3.32  0.427
H -2.40 1.26 -1.64  0.178
H -2.44 -0.10 -2.79  0.296
C 2.26 -0.80 1.15  -0.126
C 2.37 -1.03 -0.27  -1.478
C 2.11 0.22 -0.94  -0.156
H 2.65 -1.97 -0.75  0.581
C 1.79 1.21 0.06  -0.696
C 1.87 0.57 1.34  -0.430
H 1.80 1.08 2.30  0.778
H 2.56 -1.48 1.94  0.582
H 2.27 0.40 -2.00  0.670
H 1.66 2.28 -0.09  0.559
C -1.60 -1.49 1.21  -0.722
C -0.32 -2.16 1.20  -0.163
C 0.03 -2.43 -0.19  -0.993
H 0.16 -2.59 2.08  0.512
C -1.01 -1.80 -1.00  -0.243
C -2.04 -1.34 -0.13  -0.634
H -3.03 -0.96 -0.41  0.526
H -2.23 -1.30 2.09  0.570
H 0.84 -3.06 -0.57  0.592
H -1.13 -1.95 -2.08  0.844
Mn 0.40 -0.48 0.16  0.355
N -0.94 1.22 2.46  -0.172
C -0.71 1.93 3.61  0.735
C 0.25 1.47 4.54  -0.177
C 0.39 2.13 5.75  -0.725
C -0.40 3.26 6.03  -0.497
C -1.32 3.75 5.08  -0.516
C -1.46 3.10 3.86  -0.518
H -0.74 0.22 2.49  -0.013
H -1.76 1.45 1.92  0.199
H 0.85 0.59 4.27  0.336
H 1.14 1.78 6.47  0.354
H -0.30 3.77 6.99  0.362
H -1.91 4.64 5.29  0.368
H -2.15 3.45 3.08  0.307

2S+1   4
Relative energy (zero: lowest compared OMol25 entry of this formula, charge and spin)   20.22 kcal/mol
Charge   +1
⟨S²⟩   3.90
HOMO energy (alpha / beta)   -9.7 / -10.6 eV
Frontier orbital gap (alpha / beta)   5.12 / 6.61 eV

A structure of composition C20H26N10NiO6. Source: the OMol25 dataset; level of theory: ωB97M-V/def2-TZVPD.

Each line ends with the Mulliken charge.
CARTESIAN COORDINATES (ANGSTROEM)
Ni -0.47 -1.02 1.31  0.110
O 1.57 4.23 -1.45  -0.472
C 0.82 4.68 -0.33  -1.184
C 0.41 3.45 0.43  0.927
C 1.33 2.81 1.25  -0.669
C 0.98 1.60 1.83  -0.561
N -0.21 1.05 1.65  -0.077
C -1.13 1.70 0.94  0.400
C -0.85 2.90 0.29  -0.528
C -2.46 1.02 0.89  0.622
C -3.63 1.68 0.59  -0.540
C -4.82 0.95 0.51  0.602
C -6.12 1.65 0.16  -0.764
O -6.17 2.99 0.62  -0.525
C -4.77 -0.41 0.75  -0.844
C -3.56 -0.99 1.10  -0.950
N -2.43 -0.29 1.17  0.184
H 1.73 4.97 -2.04  0.290
H -0.06 5.25 -0.64  0.385
H 1.43 5.32 0.31  0.369
H 2.31 3.23 1.42  0.460
H 1.66 1.05 2.47  0.548
H -1.60 3.37 -0.33  0.387
H -3.65 2.75 0.44  0.617
H -6.96 1.06 0.55  0.391
H -6.22 1.70 -0.92  0.280
H -6.13 2.99 1.58  0.321
H -5.66 -1.02 0.67  0.472
H -3.49 -2.04 1.34  0.558
N 1.55 -1.42 0.97  0.018
C 1.60 -2.63 0.12  0.544
C 2.97 -3.31 0.11  -0.912
C 4.17 -2.43 -0.22  -0.346
C 4.33 -2.04 -1.70  -1.169
N 3.25 -1.30 -2.33  -0.108
C 2.91 0.00 -2.15  0.671
N 3.86 0.82 -1.56  -0.358
N 1.73 0.39 -2.50  -0.953
C 0.47 -3.59 0.56  0.159
O 0.63 -4.79 0.42  -0.736
O -0.59 -2.99 0.99  -0.605
H 2.14 -0.68 0.61  0.099
H 1.84 -1.63 1.92  0.426
H 1.30 -2.35 -0.89  -0.145
H 2.94 -4.16 -0.58  0.365
H 3.11 -3.74 1.11  0.373
H 5.08 -2.97 0.04  0.407
H 4.16 -1.52 0.40  0.214
H 4.45 -2.95 -2.29  0.449
H 5.26 -1.48 -1.81  0.375
H 2.50 -1.84 -2.73  0.306
H 4.83 0.55 -1.63  0.177
H 3.68 1.80 -1.64  0.197
H 0.16 -0.35 -1.52  0.138
H 1.62 1.39 -2.41  0.123
O 1.32 -0.92 3.79  -0.404
N 0.20 -1.23 4.23  0.020
O -0.72 -1.28 3.36  -0.227
N -4.24 -3.55 -2.26  -0.492
C -3.47 -2.70 -2.17  0.470
N -2.66 -1.66 -2.09  -0.548
C -1.62 -1.29 -1.60  0.637
N -0.64 -0.80 -1.09  0.026

2S+1   3
Relative energy (zero: lowest compared OMol25 entry of this formula, charge and spin)   42.78 kcal/mol
⟨S²⟩   2.01
HOMO energy (alpha / beta)   -7.9 / -8.1 eV
Frontier orbital gap (alpha / beta)   7.12 / 7.32 eV

The molecule C20H26N2O2. Source: the OMol25 dataset; level of theory: ωB97M-V/def2-TZVPD.

Each line ends with the Mulliken charge.
CARTESIAN COORDINATES (ANGSTROEM)
O -1.26 -1.75 1.70  -0.586
C -1.48 -1.02 0.51  -0.178
C -2.78 -1.52 -0.17  -1.057
O -3.06 -0.90 -1.40  -0.444
C -3.42 0.47 -1.31  -0.784
C -4.64 0.72 -0.47  0.533
C -5.81 0.02 -0.73  -0.196
C -6.94 0.22 0.04  -0.559
C -6.92 1.14 1.07  -0.387
C -5.76 1.84 1.34  -0.617
C -4.62 1.63 0.58  -0.409
C -0.30 -1.08 -0.47  -0.541
N 0.65 -0.03 -0.21  0.051
C 1.43 -0.21 1.01  -0.905
C 2.59 -1.22 0.84  -0.861
N 3.45 -0.83 -0.26  0.040
C 4.54 -0.02 -0.03  0.971
C 4.91 1.02 -0.90  -0.406
C 6.05 1.77 -0.68  -0.796
C 6.87 1.50 0.41  -0.487
C 6.53 0.47 1.27  -0.606
C 5.39 -0.28 1.05  -0.274
C 2.67 -0.72 -1.48  -1.147
C 1.53 0.30 -1.32  -0.717
H -1.16 -2.69 1.47  0.437
H -1.61 0.01 0.85  0.349
H -3.61 -1.41 0.54  0.343
H -2.67 -2.58 -0.41  0.502
H -2.57 1.07 -0.94  0.396
H -3.61 0.76 -2.35  0.388
H -5.82 -0.70 -1.54  0.403
H -7.85 -0.33 -0.18  0.381
H -7.80 1.30 1.67  0.379
H -5.73 2.56 2.15  0.376
H -3.71 2.18 0.79  0.327
H 0.13 -2.10 -0.44  0.195
H -0.70 -0.93 -1.48  0.722
H 1.85 0.76 1.27  0.410
H 0.76 -0.54 1.81  0.498
H 2.19 -2.22 0.64  0.306
H 3.15 -1.26 1.77  0.387
H 4.30 1.28 -1.75  0.241
H 6.30 2.56 -1.36  0.359
H 7.76 2.09 0.58  0.383
H 7.16 0.24 2.12  0.360
H 5.17 -1.09 1.72  0.406
H 2.24 -1.71 -1.69  0.402
H 3.32 -0.45 -2.31  0.569
H 1.95 1.29 -1.11  0.446
H 0.94 0.36 -2.23  0.396

Relative energy (zero: lowest compared OMol25 entry of this formula, charge and spin)   59.48 kcal/mol
SMILES   O[C@H](COCc1ccccc1)CN1CCN(c2ccccc2)CC1
HOMO energy   -7.3 eV
Frontier orbital gap   8.05 eV

The molecule C20H26N2O2S. Source: the OMol25 dataset; level of theory: ωB97M-V/def2-TZVPD.

Each line ends with the Mulliken charge.
CARTESIAN COORDINATES (ANGSTROEM)
C 2.16 6.03 0.93  -1.444
C 2.23 4.54 1.05  0.895
C 1.26 3.84 1.76  -0.777
C 1.34 2.47 1.89  -0.128
C 2.39 1.79 1.31  -0.018
S 2.49 0.02 1.43  1.421
O 3.84 -0.39 1.68  -0.764
O 1.47 -0.45 2.33  -0.658
N 2.17 -0.40 -0.16  -0.202
C 0.79 -0.28 -0.56  -1.871
C -0.11 -1.44 -0.09  0.804
C 0.04 -2.72 -0.89  -0.121
C 0.94 -2.89 -1.93  -0.163
C 1.01 -4.10 -2.61  -0.990
C 0.18 -5.15 -2.26  -0.424
C -0.72 -4.99 -1.22  -0.731
C -0.79 -3.79 -0.54  -0.266
N -1.52 -1.11 -0.01  0.589
C -1.88 -0.19 1.05  -0.524
C -3.39 -0.28 1.28  -0.915
C -4.13 0.09 0.00  -0.710
C -3.64 -0.81 -1.13  -0.900
C -2.12 -0.71 -1.26  -0.684
C 3.36 2.46 0.59  -0.655
C 3.28 3.84 0.47  -0.722
H 1.15 6.39 1.07  0.364
H 2.79 6.49 1.69  0.296
H 2.52 6.36 -0.05  0.375
H 0.44 4.38 2.22  0.376
H 0.60 1.91 2.45  0.529
H 2.59 -1.30 -0.38  0.453
H 0.74 -0.16 -1.65  0.391
H 0.44 0.65 -0.11  0.366
H 0.21 -1.67 0.94  0.588
H 1.59 -2.09 -2.24  0.368
H 1.72 -4.21 -3.42  0.394
H 0.24 -6.09 -2.79  0.390
H -1.37 -5.81 -0.94  0.391
H -1.49 -3.65 0.27  0.407
H -1.34 -0.48 1.96  0.366
H -1.62 0.85 0.81  0.253
H -3.64 -1.30 1.57  0.323
H -3.68 0.39 2.10  0.396
H -5.20 -0.03 0.14  0.361
H -3.93 1.13 -0.25  0.323
H -4.11 -0.53 -2.08  0.374
H -3.91 -1.85 -0.92  0.312
H -1.77 -1.39 -2.05  0.409
H -1.85 0.32 -1.55  0.333
H 4.17 1.90 0.16  0.431
H 4.04 4.38 -0.08  0.390

Relative energy (zero: lowest compared OMol25 entry of this formula, charge and spin)   34.94 kcal/mol
SMILES   Cc1ccc(S(=O)(=O)NC[C@H](c2ccccc2)N2CCCCC2)cc1
HOMO energy   -8.3 eV
Frontier orbital gap   8.97 eV

Results for E: -53961.92648, -89390.14074, -28236.24340, -39072.44868 (in eV, following the order of the records).